Formula: C44H40IrN3O4PS
Source: OMol25
Level of theory: wB97M-V/def2-TZVPD

Each line ends with the Mulliken spin population.
CARTESIAN COORDINATES (ANGSTROEM)
Ir 0.18524 -0.11853 0.64266  2.401
N 0.31085 0.31526 3.17852  0.164
C 1.64997 0.56762 3.64553  0.024
C 1.97360 0.40752 4.98624  0.005
C 3.27264 0.62156 5.41759  0.005
C 4.25662 1.00006 4.51360  0.003
C 3.93620 1.15058 3.17580  0.005
C 2.63411 0.93256 2.72699  -0.048
P 2.20910 1.05887 0.97202  0.138
C 2.01206 2.83557 0.66118  0.000
C 2.09558 3.77667 1.68331  0.013
C 1.82591 5.11548 1.42396  -0.002
C 1.48118 5.51873 0.14350  0.003
C 1.41161 4.58470 -0.88389  -0.002
C 1.67258 3.24967 -0.62865  0.001
C 3.65712 0.51813 0.05143  -0.041
C 4.60919 1.41385 -0.42857  0.005
C 5.71889 0.93911 -1.11104  0.000
C 5.88513 -0.42568 -1.30057  0.002
C 4.94053 -1.32095 -0.81575  0.006
C 3.82046 -0.85149 -0.15008  0.015
H -0.13212 -0.40905 3.73327  0.011
H -0.28111 1.13925 3.21304  -0.011
H 1.20561 0.11530 5.69089  0.003
H 3.51803 0.49026 6.46256  0.000
H 5.27123 1.16380 4.84877  0.000
H 4.70866 1.41411 2.46391  0.002
H 2.36955 3.47447 2.68584  0.002
H 1.89495 5.84119 2.22274  0.000
H 1.27684 6.56138 -0.05851  0.000
H 1.14722 4.89600 -1.88542  0.000
H 1.58952 2.52983 -1.43003  0.005
H 4.47955 2.47953 -0.28627  0.001
H 6.45373 1.63417 -1.49380  0.000
H 6.75322 -0.79375 -1.83106  0.000
H 5.06424 -2.38338 -0.97604  0.000
H 3.06589 -1.54764 0.19292  -0.002
C -4.52237 -5.96263 4.42508  0.000
C -3.71279 -5.16749 3.44274  0.004
C -3.78804 -5.42003 2.07922  -0.002
C -3.04038 -4.68383 1.17010  0.000
C -2.19971 -3.68990 1.64483  0.017
C -2.09667 -3.42429 3.00696  0.002
C -2.85733 -4.15811 3.89314  -0.004
S -1.22947 -2.79010 0.50575  0.004
O -1.57825 -3.18542 -0.82214  0.025
O 0.14531 -2.79546 0.95298  0.036
N -1.58242 -1.16407 0.68647  0.333
C -2.81440 -0.57416 0.59225  0.075
C -4.01333 -1.22231 0.36239  0.151
C -5.19835 -0.48534 0.19800  -0.048
C -5.19626 0.88092 0.26894  0.142
C -3.98845 1.57985 0.51905  -0.028
C -3.90840 2.98856 0.58141  0.018
C -2.69868 3.58425 0.80117  -0.018
C -1.56273 2.77561 0.97453  0.014
N -1.61075 1.46300 0.94818  0.102
C -2.80011 0.85636 0.69836  -0.051
H -5.14117 -6.70376 3.92433  0.000
H -5.17528 -5.31050 5.00615  0.000
H -3.87224 -6.48355 5.12860  0.000
H -4.43806 -6.20590 1.71813  0.000
H -3.09766 -4.87945 0.10907  0.000
H -1.41448 -2.66540 3.36466  -0.005
H -2.78320 -3.95803 4.95430  0.000
H -4.03710 -2.29848 0.27346  0.006
H -6.12168 -1.01207 -0.00067  0.000
H -6.11087 1.44102 0.13159  0.003
H -4.80385 3.58040 0.44438  0.000
H -2.59569 4.65872 0.84186  0.001
H -0.59025 3.22584 1.13549  0.011
C -0.15590 -0.01257 -7.78220  0.000
C -0.02426 -0.01861 -6.28481  0.005
C 1.22116 -0.08073 -5.67710  -0.003
C 1.36207 -0.09781 -4.29385  0.001
C 2.73869 -0.20540 -3.69790  0.008
C 0.20581 -0.01485 -3.51222  0.023
C -1.06579 0.05235 -4.09733  0.004
C -2.32067 0.10600 -3.26482  0.002
C -1.15720 0.03647 -5.47995  -0.005
C 0.30197 -0.00397 -2.03118  0.051
O 0.96934 -0.87560 -1.40501  0.190
O -0.33561 0.86871 -1.35855  0.224
H 0.80236 -0.19662 -8.26474  0.000
H -0.53030 0.94933 -8.13615  0.000
H -0.85694 -0.77772 -8.11594  0.000
H 2.10967 -0.13364 -6.29469  0.000
H 3.49260 -0.14845 -4.48148  0.000
H 2.86266 -1.14438 -3.16239  -0.001
H 2.94614 0.59198 -2.98134  0.000
H -2.28414 -0.61049 -2.44207  0.002
H -3.18860 -0.13205 -3.87766  0.001
H -2.46492 1.09688 -2.83263  0.000
H -2.13657 0.06212 -5.94327  0.000

- ΔE to the lowest compared entry with this formula, charge and spin (kcal/mol) = 0.0
- total charge = +1
- spin multiplicity = 5
- HOMO level (alpha / beta) (eV) = -9.5 / -10.5
- frontier orbital gap (alpha / beta) (eV) = 6.76 / 5.58

Formula: C2H6NP
Source: OMol25
Level of theory: wB97M-V/def2-TZVPD

Each line ends with the Löwdin charge.
CARTESIAN COORDINATES (ANGSTROEM)
C 0.92540 0.34368 -0.23568  -0.362
C -0.32700 0.71053 0.45009  -0.533
N 1.35702 -0.74857 0.21901  0.058
P -1.88956 -0.10539 -0.15705  0.733
H 1.28460 0.87173 -1.15860  0.126
H -0.35610 -0.01959 1.63364  0.163
H -0.32175 1.69892 0.72870  0.006
H 2.24350 -0.95338 -0.22296  0.040
H -1.40762 -1.51600 0.18027  -0.057
H -1.50849 -0.28193 -1.43743  -0.174

- ΔE to the lowest compared entry with this formula, charge and spin (kcal/mol) = 29.5
- total charge = 0
- HOMO level (eV) = -9.3
- frontier orbital gap (eV) = 10.34

Formula: C16H38NO3
Source: OMol25
Level of theory: wB97M-V/def2-TZVPD

Each line ends with the Löwdin charge.
CARTESIAN COORDINATES (ANGSTROEM)
N -2.83672 -0.47113 2.62796  -0.125
C -2.70980 -1.16682 1.47405  -0.455
O -1.44632 -0.82873 0.56918  -0.184
C -0.57178 -1.82258 0.27992  -0.339
O 0.54199 -1.93803 1.20781  -0.135
C 0.66359 -0.86428 2.11166  -0.207
C 1.05677 0.48957 1.47873  -0.233
O 1.43594 0.32509 0.11406  -0.068
H -2.36190 -0.97009 3.37996  -0.063
H -3.49710 -0.91743 0.74537  0.069
H -2.61459 -2.27680 1.52295  0.084
H -0.13020 -1.64703 -0.70816  0.110
H -1.05784 -2.81332 0.30502  0.095
H 1.41346 -1.18297 2.83857  0.111
H -0.28968 -0.70205 2.62034  0.088
H 0.19987 1.16212 1.55533  0.106
H 1.89919 0.92653 2.03582  0.094
H 1.19944 1.12446 -0.35925  0.072
C -4.18193 -4.27095 -1.70579  -0.106
C -2.83628 -3.59611 -1.94535  -0.268
C -2.51022 -3.37765 -3.42098  -0.223
C -2.41112 -4.65800 -4.25391  -0.235
C -1.39959 -5.67772 -3.73135  -0.275
C 0.02819 -5.14517 -3.67604  -0.111
H -4.22040 -5.27378 -2.13841  0.060
H -4.38453 -4.36181 -0.63830  0.070
H -4.99305 -3.68696 -2.14852  0.073
H -2.04356 -4.18239 -1.47277  0.094
H -2.82332 -2.62950 -1.43679  0.101
H -1.57298 -2.81988 -3.49357  0.102
H -3.27710 -2.73292 -3.86345  0.108
H -2.14203 -4.38806 -5.28137  0.104
H -3.39422 -5.13393 -4.31447  0.097
H -1.43317 -6.56457 -4.37143  0.099
H -1.69841 -6.01302 -2.73443  0.097
H 0.35600 -4.80924 -4.66337  0.072
H 0.72500 -5.91228 -3.33509  0.066
H 0.11557 -4.29989 -2.99253  0.066
C 0.82817 3.91676 2.86486  -0.106
C 1.55572 4.08629 1.53612  -0.266
C 3.07790 4.06385 1.66149  -0.225
C 3.66493 5.17232 2.53821  -0.231
C 3.29476 6.59147 2.10937  -0.275
C 3.76490 6.94497 0.70250  -0.117
H 1.04605 4.73814 3.55148  0.062
H -0.25178 3.87910 2.72277  0.078
H 1.12382 2.98465 3.35018  0.071
H 1.23051 5.01432 1.05507  0.099
H 1.25497 3.27920 0.86447  0.086
H 3.52109 4.11151 0.66272  0.102
H 3.37966 3.09672 2.07505  0.106
H 4.75625 5.07620 2.53881  0.106
H 3.34866 5.02274 3.57388  0.100
H 3.72804 7.29783 2.82331  0.100
H 2.21127 6.72422 2.17423  0.097
H 4.84820 6.83002 0.61436  0.072
H 3.51615 7.97623 0.44695  0.065
H 3.30350 6.30073 -0.04720  0.064

- total charge = -1
- HOMO level (eV) = -2.8
- frontier orbital gap (eV) = 5.58

Formula: C4H5NO2S
Source: OMol25
Level of theory: wB97M-V/def2-TZVPD

Each line ends with the Löwdin charge.
CARTESIAN COORDINATES (ANGSTROEM)
O -2.70110 -0.31515 -0.28191  0.144
C -1.57094 -0.09321 0.04843  -0.465
C -0.63096 -1.09636 0.66893  -0.155
C 0.49047 -1.45991 -0.28809  -0.459
S 1.91830 -0.34918 -0.11787  0.894
N 1.31676 1.19637 0.14046  -0.301
C 0.16641 1.69451 0.11673  -0.261
O -1.07775 1.16829 -0.19150  0.057
H -1.24400 -1.99637 0.87091  0.133
H -0.23811 -0.72087 1.64240  0.136
H 0.86012 -2.43852 -0.05995  0.065
H 0.14546 -1.47500 -1.32461  0.088
H 0.06734 2.74777 0.28530  0.125

- ΔE to the lowest compared entry with this formula, charge and spin (kcal/mol) = 36.9
- total charge = 0
- SMILES = O=C1CCSN=CO1
- HOMO level (eV) = -9.0
- frontier orbital gap (eV) = 9.69

Formula: C33H26IN5O10STi
Source: OMol25
Level of theory: wB97M-V/def2-TZVPD

Each line ends with the Mulliken spin population.
CARTESIAN COORDINATES (ANGSTROEM)
Ti -0.21690 0.19353 -1.25912  0.778
O -1.94698 -1.00765 1.69668  0.002
S -0.54757 -1.28648 1.93870  0.003
O -0.27680 -2.60333 2.47140  -0.002
N 0.34877 -0.87695 0.68827  -0.004
C 1.75726 -1.21912 0.82778  0.070
C 2.39782 -1.75130 1.96017  0.051
C 3.73413 -2.12919 1.91796  -0.002
C 4.47743 -1.99000 0.75984  0.036
C 3.90633 -1.38746 -0.37021  -0.110
C 4.62339 -1.17728 -1.58942  0.525
C 3.98992 -0.47053 -2.62754  -0.052
C 2.71691 -0.00570 -2.46540  0.227
N 1.96712 -0.22499 -1.33113  0.171
C 2.55081 -0.94850 -0.30343  0.002
C -0.11166 -0.12437 3.22866  0.007
C 0.34615 1.14594 2.90539  0.014
C 0.53996 2.07487 3.92047  0.000
C 0.27982 1.73660 5.24266  0.000
C -0.16445 0.45753 5.55813  -0.001
C -0.36212 -0.47605 4.54985  -0.001
H 1.85541 -1.92392 2.87460  0.038
H 4.18434 -2.55920 2.80708  0.005
H 5.50827 -2.32970 0.71195  -0.007
H 5.63750 -1.54715 -1.68509  0.044
H 4.49991 -0.27848 -3.56528  0.007
H 2.22766 0.56759 -3.24118  0.033
H 0.54040 1.39939 1.87040  0.000
H 0.89289 3.06920 3.67224  0.000
H 0.41780 2.47177 6.02731  0.000
H -0.35831 0.18776 6.59023  0.000
H -0.69933 -1.48178 4.77013  0.000
C 0.53377 4.47918 -1.38073  -0.006
C 0.18072 3.06400 -1.70282  0.054
N 0.82199 2.07782 -1.18429  -0.035
O 1.84565 2.42133 -0.31376  0.006
C -0.86248 2.67460 -2.61269  0.006
C -1.80296 3.59315 -3.31564  -0.001
N -0.96618 1.34832 -2.75386  -0.018
O -1.80773 0.86963 -3.56620  0.085
H 0.39410 4.65756 -0.31246  0.003
H -0.08039 5.17873 -1.94385  0.001
H 1.58754 4.65781 -1.59752  0.004
H 2.32113 1.56923 -0.27735  0.012
H -1.32205 4.52047 -3.63773  -0.001
H -2.66283 3.85575 -2.68486  0.000
H -2.18933 3.06798 -4.18791  0.000
O -2.24026 -0.31740 -0.97155  0.000
C -2.34694 0.62443 -0.15886  0.047
O -1.34932 1.36063 0.08738  -0.003
C -3.66633 0.91470 0.48798  -0.010
C -4.74813 0.09377 0.22495  0.004
C -5.96359 0.31012 0.86209  -0.002
C -6.10011 1.35479 1.76013  0.004
C -5.00585 2.16701 1.99612  -0.001
C -3.78570 1.96275 1.38493  0.003
N -5.15237 3.29428 2.94955  0.000
O -4.18456 3.98892 3.15748  0.000
O -6.24026 3.45898 3.46941  0.000
H -4.60656 -0.72010 -0.47528  0.001
H -6.80525 -0.34170 0.66788  0.000
H -7.02711 1.54706 2.27954  0.000
H -2.93270 2.59132 1.60006  0.000
I 3.19148 -7.36424 -1.46888  0.000
C 2.29535 -5.56322 -2.07633  -0.002
C 2.50747 -5.11449 -3.37177  0.005
C 1.91039 -3.92354 -3.76754  0.000
C 1.10800 -3.20818 -2.89074  -0.004
C 0.92127 -3.67313 -1.59571  0.006
C 1.51837 -4.85766 -1.17511  -0.001
C 0.51733 -1.87908 -3.33108  0.035
O 0.73678 -1.45696 -4.44834  -0.005
O -0.17618 -1.30713 -2.40112  -0.022
H 3.13539 -5.67341 -4.05313  0.001
H 2.06623 -3.51845 -4.75950  0.000
H 0.32779 -3.08782 -0.90529  -0.001
H 1.38855 -5.20285 -0.15770  0.000

- ΔE to the lowest compared entry with this formula, charge and spin (kcal/mol) = 30.9
- total charge = -2
- spin multiplicity = 3
- HOMO level (alpha / beta) (eV) = 0.3 / -2.1
- frontier orbital gap (alpha / beta) (eV) = 3.20 / 5.63

Formula: C26H30N5NiO9P2
Source: OMol25
Level of theory: wB97M-V/def2-TZVPD

Each line ends with the Mulliken spin population.
CARTESIAN COORDINATES (ANGSTROEM)
Ni 0.02386 0.41746 0.06492  0.998
O -5.85030 -2.31984 -2.74708  0.000
C -5.40595 -1.00613 -3.08025  -0.001
C -3.98873 -0.83407 -2.60596  -0.001
C -3.14665 -0.00898 -3.22819  0.005
C -1.78385 0.22678 -2.71522  -0.012
N -1.44479 -0.36058 -1.38842  0.042
C -2.43972 -1.14588 -0.74970  -0.016
C -3.60783 -1.43149 -1.32532  0.004
C -2.07642 -1.53203 0.63942  0.024
C -2.64911 -2.59840 1.30540  -0.004
C -2.20236 -2.90481 2.58778  0.001
C -2.66203 -4.14523 3.30602  0.000
O -1.79439 -5.24258 3.04220  0.000
C -1.24309 -2.10092 3.17098  -0.002
C -0.72049 -1.04175 2.43117  -0.001
N -1.11044 -0.78744 1.19137  -0.027
H -6.79927 -2.36542 -2.89395  0.000
H -6.04094 -0.25364 -2.59972  0.000
H -5.44655 -0.84518 -4.16032  0.000
H -3.45606 0.54950 -4.10480  0.001
H -1.36743 1.21681 -2.86392  0.010
H -4.34909 -2.00805 -0.79096  0.001
H -3.38287 -3.22264 0.81438  0.000
H -3.64630 -4.45410 2.95713  0.000
H -2.72630 -3.94576 4.38015  0.000
H -0.88501 -4.94290 3.15498  0.000
H -0.86642 -2.29763 4.16767  0.000
H 0.93076 -0.75950 3.34067  0.001
C 3.87289 -3.38269 0.27705  0.001
C 3.64764 -2.42673 1.43079  0.002
O 4.83941 -2.32038 2.19898  0.000
P 3.20228 -0.75643 0.84971  0.004
O 3.28575 0.15731 2.14008  -0.002
O 4.44597 -0.27802 -0.04936  -0.001
O 1.92284 -0.66023 0.10609  -0.019
P 2.20842 -2.97629 2.58091  0.000
O 3.00723 -4.30172 3.23928  0.000
O 2.43939 -1.90343 3.68689  0.000
O 0.23504 -0.23048 2.88901  0.006
H 4.71423 -3.06010 -0.33842  0.000
H 2.98088 -3.43960 -0.35069  0.000
H 4.09685 -4.37766 0.66916  0.000
H 4.56480 -2.23829 3.12533  0.000
H 2.90024 -0.36398 2.88984  0.000
H 4.39851 0.66933 -0.22606  0.000
H 2.79490 -5.08742 2.72739  0.000
C 2.52933 2.97306 -2.18501  -0.080
C 1.86443 1.86543 -1.68596  0.175
N 0.75598 2.00235 -0.92279  -0.050
C 0.26955 3.21384 -0.70538  0.094
C 0.82223 4.40406 -1.23393  -0.089
C 2.02331 4.23924 -1.95027  0.140
C 0.23163 5.68199 -1.00987  0.276
C -1.09246 5.99987 -0.71508  0.056
C -2.26944 5.23761 -0.87012  0.135
C -3.53276 5.74536 -0.44237  0.045
C -4.64953 4.99541 -0.65005  0.040
N -4.63399 3.77502 -1.24437  0.122
C -3.41462 3.38306 -1.60853  -0.024
N -2.25558 4.00317 -1.47337  0.101
H 3.43020 2.83358 -2.77120  -0.003
H 2.22417 0.85812 -1.84095  0.012
H -0.62506 3.26562 -0.10240  0.016
H 2.52145 5.11412 -2.35311  0.014
H 0.92442 6.51837 -1.07046  0.019
H -1.27225 7.02324 -0.39542  0.012
H -3.59493 6.71201 0.04341  0.003
H -5.62305 5.35678 -0.33146  0.007
H -3.36613 2.40604 -2.08921  -0.024
C -0.83039 -0.90564 -2.59835  -0.013
H 0.23413 -0.72651 -2.66962  0.000
H -1.18175 -1.88002 -2.91864  0.001

- ΔE to the lowest compared entry with this formula, charge and spin (kcal/mol) = 82.5
- total charge = -1
- spin multiplicity = 3
- HOMO level (alpha / beta) (eV) = -2.3 / -4.3
- frontier orbital gap (alpha / beta) (eV) = 4.26 / 6.26

no.,calculated total energy (Ha)
1,-3009.5912
2,-475.8102
3,-912.8419
4,-758.8214
5,-3844.7374
6,-4150.8992